(1)
Computed, not measured: a cluster of 3 separate species, C12H16N2O2S in total, with wB97M-V/def2-TZVPD.

Properties
Charge = 0
Energy above the lowest of the compared OMol25 structures with the same formula, charge and spin = 60.18 kcal/mol
Gap between HOMO and LUMO = 8.8 eV

XYZ file:
```
33
Properties=species:S:1:pos:R:3:forces:R:3:lowdin_charge:R:1
O 1.34292 4.02014 -1.04177 3.56 2.10 4.37 0.230
C 0.70659 3.66910 -1.90874 -3.80 -1.25 -4.87 -0.530
C -0.79940 3.59505 -2.06931 0.67 -0.73 0.76 -0.062
C -0.88932 2.08914 -2.32861 1.31 0.86 -0.54 -0.148
C 0.45595 1.85396 -3.12142 -0.17 -0.45 0.73 -0.668
S 0.23960 1.15721 -4.76466 -0.03 0.28 -0.40 0.797
O 1.18921 3.07684 -3.06883 0.57 -0.27 -0.31 -0.037
H -1.06964 4.10383 -2.97308 -0.36 0.70 -0.15 0.123
H -1.21738 3.95994 -1.14657 -0.72 0.11 -0.01 0.122
H -0.75505 1.56711 -1.39681 -0.67 -0.50 0.28 0.112
H -1.70586 1.78782 -2.95239 -0.61 -0.29 0.18 0.087
H 1.05369 1.18962 -2.51931 0.13 -0.76 -0.16 0.107
H 0.81994 -0.03448 -4.56894 0.11 0.17 0.19 -0.137
N -3.04906 -0.85724 -0.15668 0.03 -0.01 0.04 -0.002
C -2.00618 -1.59759 0.33387 -0.01 0.00 -0.11 -0.143
C -1.61458 -1.03988 1.52041 0.05 -0.02 0.05 -0.104
C -2.45721 0.07911 1.75939 -0.01 0.04 0.00 -0.111
C -3.33139 0.16475 0.70911 -0.03 0.04 -0.08 -0.151
H -3.53004 -1.03637 -1.01887 0.00 0.00 0.04 0.141
H -1.63358 -2.45325 -0.20305 0.01 0.00 0.02 0.104
H -0.81270 -1.39448 2.14714 0.02 0.00 -0.02 0.076
H -2.42390 0.74485 2.60561 0.00 0.00 0.00 0.089
H -4.12529 0.86235 0.50299 0.00 0.00 0.02 0.103
N 3.29105 -2.87224 1.75409 -0.01 0.00 0.02 -0.001
C 3.33578 -1.68229 2.42820 0.03 0.00 -0.06 -0.141
C 2.29643 -1.66509 3.31847 0.00 0.02 0.02 -0.115
C 1.59822 -2.89511 3.17767 -0.04 -0.01 0.02 -0.126
C 2.23656 -3.61805 2.20604 0.02 -0.01 -0.06 -0.144
H 3.93333 -3.15442 1.03668 -0.01 0.01 0.03 0.142
H 4.09982 -0.95397 2.21688 -0.02 0.01 0.01 0.105
H 2.06175 -0.86118 3.99592 0.00 0.00 0.00 0.090
H 0.72713 -3.21142 3.72732 0.01 -0.01 0.00 0.090
H 2.03264 -4.59372 1.79925 -0.01 0.00 0.02 0.104
```
Positions in Å, forces in eV/Å.

(2)
Computed, not measured: a structure of composition C2H2AgLiO2, with wB97M-V/def2-TZVPD.

Properties
Charge = +1
Energy above the lowest of the compared OMol25 structures with the same formula, charge and spin = 9.65 kcal/mol
Gap between HOMO and LUMO (alpha / beta) = 6.6 / 7.9 eV
2S+1 = 2

XYZ file:
```
8
Properties=species:S:1:pos:R:3:forces:R:3:lowdin_charge:R:1
H 0.21248 0.89034 -0.60386 -2.10 -0.47 0.17 0.175
O 0.71624 1.32287 1.87779 0.24 -0.56 0.59 -0.103
C 0.70674 0.45917 1.03151 -0.28 0.73 1.02 -0.110
C -0.50619 0.23702 0.12973 2.51 -1.00 -0.37 -0.447
O -1.65921 0.63690 0.63320 -0.48 0.27 -0.16 -0.340
Ag -3.35297 -0.38545 1.46079 0.46 0.21 -0.45 0.830
Li 0.32266 1.46721 3.70047 0.21 0.14 -0.60 0.877
H -0.35181 -0.80957 -0.23048 -0.56 0.69 -0.20 0.119
```
Positions in Å, forces in eV/Å.

(3)
Computed, not measured: the ion C4H10NOS with charge -1, with wB97M-V/def2-TZVPD.

Properties
Charge = -1
Energy above the lowest of the compared OMol25 structures with the same formula, charge and spin = 57.49 kcal/mol
Gap between HOMO and LUMO = 6.0 eV

XYZ file:
```
17
Properties=species:S:1:pos:R:3:forces:R:3:lowdin_charge:R:1
C -1.20847 1.00368 0.02954 -0.03 0.00 0.18 -0.091
C -0.10534 0.23139 -0.70142 0.42 -1.24 -0.17 -0.471
C 1.28788 0.49338 -0.11442 -0.30 0.13 -0.22 -0.531
S 1.87023 2.21539 -0.37086 0.69 -0.46 -0.05 0.651
N -0.33802 -1.24249 -0.64055 0.44 0.19 0.18 -0.062
C 0.01393 -1.90756 0.68732 0.15 0.08 -0.08 -0.567
O -0.27812 -1.23461 1.78952 -0.14 0.02 0.06 -0.325
H -2.05280 1.31507 -0.58745 -0.01 -0.22 -0.26 0.061
H -0.84331 1.90394 0.51063 0.16 0.32 0.09 0.037
H -1.53928 0.35311 0.84305 -0.02 0.05 -0.07 0.062
H -0.02593 0.37651 -1.78774 -0.31 0.82 0.19 0.112
H 2.01163 -0.12203 -0.65655 -0.08 0.00 0.21 0.065
H 1.24988 0.22261 0.94127 0.16 0.11 0.01 0.060
H 0.69930 2.80959 -0.36057 -0.61 0.31 0.05 -0.202
H -1.33287 -1.36077 -0.72849 -0.44 -0.05 -0.12 0.061
H 1.10047 -2.17419 0.59282 0.00 0.13 -0.09 0.071
H -0.50919 -2.88302 0.55392 -0.08 -0.20 0.09 0.070
```
Positions in Å, forces in eV/Å.